18
Properties=species:S:1:pos:R:3 method="wB97M-V/def2-TZVPD" charge=+1 multiplicity=2 molar_mass_g_mol=105.14 homo_lumo_gap_ev="10.081 / 7.868" de_lowest_kcal_mol=16.9 fmax_ev_per_a=2.50 s2=0.75 e_tot_ev=-9798.4788
N 1.8062 1.4112 -1.2612
C 1.0561 0.4430 -2.0401
O 0.9052 -0.7493 -1.4504
H 2.7746 1.1031 -1.2184
H 1.8506 2.2650 -1.8125
H 0.0357 0.8475 -2.2014
H 1.4799 0.2919 -3.0542
C -1.2433 1.0209 1.7225
N -0.5497 -2.3541 0.5755
C -0.3183 -1.0852 0.8927
N -1.0817 -0.4260 1.7206
H -1.8461 1.3896 0.8970
H -0.2827 1.5339 1.7397
H -1.7132 1.2926 2.6653
H -1.4760 -2.7528 0.5751
H 0.1068 -2.7298 -0.0937
H 0.2610 -0.5178 0.1228
H -1.7649 -0.9836 2.2209